1.
DFT (ωB97M-V/def2-TZVPD) results for the molecule C21H18N6O2S in a non-equilibrium geometry.

Last column: natural (NBO) charge in e.
Cartesian coordinates (Å):
C  -5.84951  -0.66329  0.46566  -0.2571
O  -4.96678  0.00267  -0.39264  -0.4961
C  -4.02839  -0.84998  -0.92968  0.2313
C  -4.32005  -2.13973  -1.34221  -0.0367
N  -3.37541  -2.97944  -1.77435  -0.3767
C  -2.17023  -2.50946  -1.80728  0.0886
C  -1.16893  -3.39870  -2.10574  -0.1671
C  0.13500  -2.94011  -2.23820  -0.2322
C  0.55407  -1.56724  -1.99278  0.0707
C  1.92811  -1.12787  -2.19997  -0.1072
C  2.91681  -2.03069  -1.57346  -0.6241
N  2.29537  0.28305  -2.25143  -0.1571
N  2.55736  0.81827  -3.49291  0.0225
N  3.04439  2.01030  -3.21528  -0.2296
C  3.01324  2.21719  -1.79719  0.0956
C  3.37921  3.30528  -0.79466  -0.2591
C  2.96785  3.28474  0.55790  -0.0046
N  2.25167  2.15564  1.06023  -0.4466
C  2.04065  2.17738  2.47190  -0.0250
C  0.81829  1.98312  3.09634  -0.2953
C  1.05302  1.78470  4.47369  0.2167
C  -0.03433  1.36857  5.53405  -0.6438
N  2.26540  2.11318  4.86374  -0.5741
S  3.34857  2.39567  3.54801  0.6024
C  2.11280  1.05602  0.22022  0.6473
O  1.66092  0.02433  0.67464  -0.5909
C  2.39406  1.17963  -1.22553  -0.0027
C  -0.41612  -0.65460  -1.62680  -0.2348
C  -1.78955  -1.17434  -1.50220  0.0113
C  -2.74431  -0.27978  -1.04917  -0.1895
H  -6.39912  0.01515  1.10438  0.1950
H  -6.66685  -1.14120  -0.08949  0.1641
H  -5.47635  -1.38554  1.08707  0.1783
H  -5.34915  -2.49426  -1.14862  0.2022
H  -1.50317  -4.40100  -2.27206  0.2293
H  0.79663  -3.71441  -2.63392  0.2123
H  2.09940  -1.39963  -3.21645  0.2314
H  3.93905  -1.55913  -1.79813  0.2143
H  2.63636  -1.75158  -0.52394  0.2400
H  2.87192  -3.07559  -1.87575  0.2339
H  3.87293  4.19665  -1.14376  0.2347
H  3.03362  4.12994  1.24940  0.2374
H  -0.12266  1.90467  2.56621  0.2420
H  0.24005  1.60699  6.58859  0.2447
H  -0.10240  0.24944  5.37112  0.2332
H  -1.04594  1.78939  5.24455  0.2246
H  -0.15254  0.37338  -1.41637  0.2125
H  -2.54498  0.81222  -0.74771  0.2339

Results
- frontier orbital gap (eV) = 8.29
- SMILES = COc1cnc2ccc([C@H](C)n3nnc4ccn(-c5cc(C)ns5)c(=O)c43)cc2c1
- calculated total energy (eV) = -45935.5535
- molar mass (u) = 418.48
- LUMO (eV) = -0.08

---

2.
DFT (ωB97M-V/def2-TZVPD) results for C21H19Br2ClF4IrN3O5 as an isolated structure in a non-equilibrium geometry.

Last column: natural (NBO) charge in e.
Cartesian coordinates (Å):
Ir  0.40564  -0.18313  0.37249  1.1583
C  1.52922  -2.95615  3.13579  0.0855
C  -0.83058  -2.10663  2.34343  -0.4899
N  -1.90144  -2.35233  1.38323  -0.1044
C  -3.25000  -0.40163  1.04392  -0.0565
C  -3.22726  0.93951  0.31833  -0.6455
C  -1.58414  -3.26560  0.25838  -0.2415
C  -0.93610  -2.59150  -1.01000  -0.2440
N  0.25917  -1.66430  -0.98348  -0.5168
C  0.82163  -1.36129  -2.21540  0.0249
C  2.09426  -0.75972  -2.22791  0.3551
F  2.68898  -0.47580  -1.04356  -0.3254
C  2.77582  -0.45589  -3.37891  0.3349
F  3.97001  0.13495  -3.28335  -0.2944
C  2.25253  -0.76525  -4.61872  -0.3269
C  1.02190  -1.38153  -4.64394  0.3426
F  0.47541  -1.72197  -5.81283  -0.2922
C  0.30739  -1.65604  -3.49007  0.3300
F  -0.90234  -2.21621  -3.64586  -0.3090
H  1.74529  -2.58248  4.13851  0.2041
H  2.00637  -1.65703  1.44214  0.1874
H  2.11775  -4.61826  3.82210  0.5375
H  -1.32217  -1.41861  3.03197  0.2679
H  -0.95669  -2.95039  2.97986  0.2563
H  -3.27304  -0.28256  2.12931  0.1742
H  -4.09077  -1.02217  0.73320  0.1953
H  -3.04172  1.76502  1.00421  0.2183
H  -4.15982  1.12372  -0.20964  0.2379
H  -2.42304  0.93511  -0.42143  0.2294
H  -2.52001  -3.70734  -0.08670  0.2215
H  -0.97203  -4.06068  0.66111  0.2270
H  -1.73391  -2.05601  -1.51496  0.2191
H  -0.65938  -3.45028  -1.62448  0.2229
H  2.78621  -0.53034  -5.52770  0.2611
Br  0.42217  2.77421  -3.73956  0.1199
C  0.46753  3.31594  -1.94355  -0.1612
C  0.53994  4.68044  -1.60904  -0.2022
C  0.57552  5.08383  -0.30358  -0.0910
Br  0.68779  6.92657  0.09128  0.0997
C  0.52635  4.13648  0.74907  -0.1120
C  0.52350  4.42565  2.12656  -0.0755
C  0.43172  3.39926  3.02531  -0.2685
C  0.37663  2.07311  2.57627  0.1001
N  0.41330  1.75638  1.29277  -0.4773
C  0.46470  2.77969  0.38292  0.0977
C  0.43715  2.35596  -0.95840  0.3453
O  0.38305  1.06218  -1.19421  -0.7338
H  0.56706  5.41715  -2.39956  0.2536
H  0.56807  5.45311  2.46099  0.2477
H  0.38870  3.59351  4.08707  0.2406
H  0.30293  1.26205  3.28003  0.2258
O  0.92359  -0.57427  2.56928  -0.8109
Cl  0.80439  -1.96940  1.95305  1.5937
O  1.99074  -4.15599  2.97814  -0.5569
O  0.77145  -2.95640  0.84608  -0.8308
O  -2.03940  -1.08667  0.67004  -0.4485

Results
- frontier orbital gap (alpha / beta) (eV) = 3.62 / 3.75
- 2S+1 = 2
- calculated total energy (eV) = -203082.6038
- charge = +1
- molar mass (u) = 856.87
- LUMO (alpha / beta) (eV) = -6.28 / -6.13
- <S²> = 0.7768

---

3.
DFT (ωB97M-V/def2-TZVPD) results for C21H19BrF5N3RuS as an isolated structure.

Last column: natural (NBO) charge in e.
Cartesian coordinates (Å):
Ru  -0.45370  -0.03486  0.57194  0.8936
Br  2.30298  0.19770  0.09567  0.1782
C  2.58799  -0.01454  1.95955  -0.0343
C  3.89860  -0.02102  2.38857  -0.1890
C  4.17569  -0.14848  3.75058  -0.1642
C  3.14473  -0.26280  4.65609  -0.1298
C  1.80873  -0.25790  4.22104  -0.0031
C  0.75570  -0.34996  5.16150  -0.0471
C  -0.56991  -0.31953  4.76549  -0.2181
C  -0.87898  -0.20491  3.42163  -0.1834
C  0.12199  -0.11910  2.43246  -0.0478
C  1.49942  -0.14221  2.83571  -0.1908
H  4.70494  0.07978  1.67611  0.2556
H  5.20259  -0.14592  4.08633  0.2554
H  3.35520  -0.34745  5.71338  0.2434
H  1.00549  -0.43247  6.21149  0.2424
H  -1.35676  -0.38168  5.50327  0.2537
H  -1.92164  -0.17765  3.12373  0.2276
F  -5.58438  3.79734  -1.75518  -0.2305
C  -4.49670  3.44646  -1.12116  0.3578
C  -3.90845  2.20453  -1.40256  0.2910
F  -4.44722  1.40389  -2.30089  -0.2513
C  -2.77582  1.85460  -0.71787  0.3229
F  -2.19675  0.65119  -1.00676  -0.3137
C  -2.17005  2.67478  0.24218  -0.3564
S  -0.70993  2.23875  1.03545  0.2819
C  -2.78492  3.91332  0.49597  0.3819
F  -2.25962  4.72703  1.38744  -0.2528
C  -3.93462  4.29849  -0.17455  0.3200
F  -4.50248  5.45601  0.07966  -0.2503
C  -2.75817  -4.05400  1.68883  -0.4116
N  -2.20888  -3.11254  0.71232  -0.4133
C  -3.05364  -1.98925  0.37429  -0.4097
C  -0.91272  -3.14096  0.34390  0.6799
N  -0.25993  -2.00949  0.06090  -0.8926
N  -0.29257  -4.33037  0.27722  -0.3928
C  1.16178  -4.41117  0.21879  -0.4274
C  -0.99892  -5.55265  -0.10716  -0.4144
H  -3.17186  -3.49174  2.52686  0.2144
H  -1.97360  -4.70320  2.06514  0.2283
H  -3.54876  -4.65996  1.24651  0.2219
H  -4.09166  -2.29642  0.49295  0.2446
H  -2.90228  -1.69374  -0.66174  0.2294
H  -2.90038  -1.11860  1.03966  0.1656
H  0.63608  -2.20673  -0.37239  0.3956
H  1.60744  -3.65949  0.86958  0.2137
H  1.53966  -4.29323  -0.80103  0.2116
H  1.46357  -5.39218  0.58049  0.2413
H  -2.03517  -5.32716  -0.34498  0.2251
H  -0.95890  -6.29435  0.69045  0.2203
H  -0.52131  -5.96105  -0.99809  0.2274

Results
- frontier orbital gap (alpha / beta) (eV) = 8.27 / 5.14
- 2S+1 = 5
- calculated total energy (eV) = -123584.8137
- charge = +2
- molar mass (u) = 621.44
- LUMO (alpha / beta) (eV) = -6.25 / -9.33
- <S²> = 6.0718

---

4.
DFT (ωB97M-V/def2-TZVPD) results for C21H19Cl2F4MgN3O as an isolated structure.

Last column: natural (NBO) charge in e.
Cartesian coordinates (Å):
Mg  -0.17112  -0.45126  0.21041  1.7912
C  -1.21085  2.43324  3.36370  -0.6342
C  -0.65479  1.29351  2.51780  -0.2294
N  -1.42266  0.86907  1.32395  -0.5658
C  -2.60929  0.02860  1.61951  -0.2297
C  -3.83085  0.71154  2.21961  -0.6316
C  -1.70979  1.97167  0.35868  -0.2367
C  -0.58759  2.09880  -0.68725  -0.2398
N  -0.37318  0.78541  -1.28416  -0.8945
C  -0.76407  0.46356  -2.54182  0.1003
C  -1.01025  -0.90142  -2.78742  0.2329
F  -0.90394  -1.72814  -1.70298  -0.3409
C  -1.37000  -1.41379  -4.00598  0.3646
F  -1.58725  -2.73180  -4.12636  -0.3065
C  -1.52762  -0.58326  -5.10050  -0.4035
C  -1.30812  0.76263  -4.89094  0.3493
F  -1.44400  1.61996  -5.91642  -0.3108
C  -0.93435  1.28054  -3.66641  0.2692
F  -0.69876  2.60909  -3.57199  -0.3291
H  -0.56747  2.55558  4.23698  0.2246
H  -2.22181  2.24160  3.71992  0.2108
H  -1.21160  3.38303  2.82797  0.2077
H  -0.52215  0.40172  3.13263  0.2121
H  0.34465  1.57739  2.17873  0.1977
H  -2.27441  -0.78155  2.26992  0.2162
H  -2.90313  -0.43331  0.67217  0.1995
H  -3.68339  0.97784  3.26509  0.2061
H  -4.67755  0.02448  2.17310  0.2262
H  -4.10422  1.61249  1.66756  0.2113
H  -1.89343  2.91733  0.87519  0.1936
H  -2.62265  1.71071  -0.17762  0.2061
H  0.32971  2.43232  -0.18026  0.1677
H  -0.85359  2.88207  -1.39442  0.2209
H  -1.81161  -0.96677  -6.07018  0.2472
Cl  0.65223  -5.06577  0.91826  0.0197
C  1.79719  -3.78047  0.74349  -0.1209
C  3.15354  -4.10103  0.56576  -0.2027
C  4.09677  -3.12823  0.44599  -0.0511
Cl  5.76979  -3.56621  0.24524  -0.0053
C  3.72472  -1.76618  0.48248  -0.1288
C  4.62451  -0.68459  0.38735  -0.1120
C  4.15705  0.59786  0.42234  -0.2674
C  2.77461  0.81790  0.52436  0.0760
N  1.90262  -0.15885  0.62233  -0.5764
C  2.35743  -1.45324  0.63599  0.1633
C  1.34356  -2.47413  0.80908  0.3027
O  0.09641  -2.13178  1.00116  -0.9033
H  3.44551  -5.14193  0.52993  0.2425
H  5.68304  -0.88605  0.28609  0.2366
H  4.82997  1.44190  0.35307  0.2285
H  2.38219  1.82792  0.49888  0.1961

Results
- frontier orbital gap (eV) = 7.18
- calculated total energy (eV) = -69965.6263
- molar mass (u) = 500.61
- LUMO (eV) = -0.29